{"formula": "C41H49BClF9N2O10S", "method": "ωB97M-V/def2-TZVPD", "e_homo_ev": -6.63, "fmax_ev_per_a": 5.34, "smiles": "C=CCc1ccc(CNC)c2c1N(COCC)c1cc(C(F)(F)C(F)(F)C(F)(F)C(F)(F)F)c(Cl)c(B(C)O)c1S2.O=C1CCCO1.O=C1CCCO1.O=C1CCCO1.O=C1CCCO1", "homo_lumo_gap_ev": 5.80, "species": ["C", "C", "C", "C", "C", "C", "C", "C", "N", "C", "C", "C", "N", "C", "O", "C", "C", "C", "C", "C", "C", "F", "F", "C", "F", "F", "C", "F", "F", "C", "F", "F", "F", "C", "Cl", "C", "B", "C", "O", "C", "S", "H", "H", "H", "H", "H", "H", "H", "H", "H", "H", "H", "H", "H", "H", "H", "H", "H", "H", "H", "H", "H", "H", "H", "H", "H", "O", "C", "C", "C", "C", "O", "H", "H", "H", "H", "H", "H", "O", "C", "C", "C", "C", "O", "H", "H", "H", "H", "H", "H", "O", "C", "C", "C", "C", "O", "H", "H", "H", "H", "H", "H", "O", "C", "C", "C", "C", "O", "H", "H", "H", "H", "H", "H"], "positions_angstrom": [[1.29, 0.86, 3.48], [1.04, -0.24, 2.50], [-0.34, -0.48, 1.64], [-1.47, 0.70, 1.77], [-2.47, 0.79, 3.09], [-3.64, 1.92, 3.29], [-3.83, 3.04, 2.10], [-4.94, 4.28, 2.13], [-4.23, 5.60, 2.29], [-3.09, 5.52, 3.31], [-2.85, 2.97, 0.79], [-1.63, 1.84, 0.57], [-0.71, 1.82, -0.63], [-1.30, 1.08, -1.81], [-2.43, 0.20, -1.39], [-2.11, -1.15, -1.95], [-3.39, -2.20, -1.86], [-0.20, 3.20, -1.01], [1.40, 3.51, -1.35], [1.97, 5.02, -1.76], [3.59, 5.12, -2.01], [3.94, 6.10, -3.11], [3.99, 3.78, -2.59], [4.50, 5.29, -0.66], [5.94, 5.18, -1.14], [4.35, 4.11, 0.27], [4.41, 6.74, 0.08], [4.31, 7.92, -0.84], [5.73, 6.92, 0.80], [3.25, 6.92, 1.21], [3.79, 7.10, 2.59], [2.51, 8.20, 0.90], [2.23, 5.86, 1.28], [0.92, 6.27, -1.85], [1.45, 7.98, -2.32], [-0.68, 6.04, -1.53], [-1.70, 7.32, -1.61], [-2.18, 7.77, -3.15], [-2.21, 8.05, -0.41], [-1.20, 4.54, -1.11], [-3.02, 4.21, -0.66], [1.84, 1.81, 3.10], [0.97, 0.67, 4.59], [1.90, -1.04, 2.35], [-0.86, -1.48, 2.03], [-0.15, -0.68, 0.48], [-2.36, -0.02, 3.95], [-4.36, 2.00, 4.22], [-5.58, 4.32, 1.14], [-5.69, 4.17, 3.05], [-4.88, 6.37, 2.58], [-3.35, 4.82, 4.23], [-2.91, 6.63, 3.70], [-2.11, 5.20, 2.76], [-1.59, 1.81, -2.69], [-0.45, 0.34, -2.20], [-1.83, -1.10, -3.10], [-1.22, -1.68, -1.39], [-3.06, -3.34, -1.97], [-4.23, -1.93, -2.65], [-3.84, -2.12, -0.76], [2.14, 2.58, -1.25], [-1.62, 7.06, -3.93], [-1.85, 8.87, -3.38], [-3.33, 7.57, -3.29], [-3.15, 7.74, -0.17], [3.52, -3.09, 3.25], [4.52, -2.50, 2.90], [5.93, -2.88, 3.27], [6.69, -1.63, 2.91], [5.88, -1.04, 1.79], [4.53, -1.41, 2.08], [6.23, -3.73, 2.66], [6.01, -3.11, 4.33], [7.73, -1.82, 2.64], [6.69, -0.94, 3.77], [6.15, -1.46, 0.82], [5.96, 0.05, 1.74], [7.38, -2.74, 0.19], [8.33, -2.42, -0.50], [9.29, -1.31, -0.20], [9.98, -1.12, -1.52], [9.92, -2.50, -2.12], [8.71, -3.07, -1.64], [9.98, -1.63, 0.58], [8.76, -0.40, 0.11], [11.00, -0.74, -1.43], [9.41, -0.42, -2.14], [10.76, -3.13, -1.80], [9.90, -2.47, -3.22], [-4.65, -4.31, -0.69], [-5.75, -4.80, -0.92], [-6.96, -4.04, -1.37], [-8.07, -5.02, -1.11], [-7.38, -6.35, -1.26], [-6.04, -6.13, -0.82], [-6.86, -3.81, -2.44], [-7.09, -3.12, -0.79], [-8.93, -4.91, -1.78], [-8.43, -4.91, -0.08], [-7.35, -6.69, -2.30], [-7.84, -7.13, -0.65], [-7.14, -9.00, -0.99], [-6.10, -9.63, -1.14], [-4.74, -9.18, -0.71], [-3.84, -10.12, -1.48], [-4.70, -11.35, -1.62], [-6.04, -10.87, -1.70], [-4.65, -9.33, 0.37], [-4.56, -8.14, -0.98], [-2.89, -10.32, -0.98], [-3.63, -9.70, -2.47], [-4.62, -12.02, -0.76], [-4.45, -11.91, -2.53]]}